{
  "formula": "C31H38FeNO2",
  "method": "wB97M-V/def2-TZVPD",
  "largest_force_ev_per_a": 5.41,
  "homo_ha": [-0.2485, -0.2541],
  "multiplicity": 6,
  "gap_ev": [7.443, 5.630],
  "charge": 0,
  "de_lowest_kcal_mol": 0.0,
  "elements": ["Fe", "O", "O", "N", "C", "C", "C", "C", "C", "C", "C", "C", "C", "C", "C", "C", "C", "C", "C", "C", "C", "C", "C", "C", "C", "C", "C", "C", "C", "C", "C", "C", "C", "C", "C", "H", "H", "H", "H", "H", "H", "H", "H", "H", "H", "H", "H", "H", "H", "H", "H", "H", "H", "H", "H", "H", "H", "H", "H", "H", "H", "H", "H", "H", "H", "H", "H", "H", "H", "H", "H", "H", "H"],
  "coordinates": [[-0.172, -0.187, 0.691], [-0.104, 0.242, -4.294], [-0.551, 3.453, -6.386], [0.639, -2.001, 0.983], [0.868, 1.008, 2.239], [-1.787, -1.494, 0.094], [2.544, -2.416, -2.161], [2.104, 0.302, 2.094], [1.244, 0.123, -4.821], [-0.745, -4.913, 2.818], [-1.205, 5.836, -6.354], [-0.183, -3.191, 4.414], [-2.056, 0.545, 1.148], [2.536, 0.412, 0.750], [1.598, 1.214, 0.035], [0.600, 1.683, 0.977], [-0.180, 4.514, -8.307], [1.508, -2.082, -1.296], [0.323, -2.392, 3.395], [-2.097, -0.870, 1.343], [1.202, 2.231, -3.792], [0.270, -2.831, 2.052], [3.607, -3.222, -1.728], [-1.517, -0.479, -0.874], [-0.731, -4.448, 4.137], [-1.692, 0.791, -0.223], [1.780, 1.546, -5.042], [1.530, -2.519, 0.056], [-2.578, 4.151, -7.645], [-0.218, -4.132, 1.793], [3.586, -3.756, -0.432], [2.548, -3.425, 0.443], [-1.196, 4.532, -7.135], [0.448, 3.403, -7.483], [-0.140, 1.510, -3.586], [1.327, 2.001, -5.928], [0.335, 1.199, 3.170], [1.045, 3.296, -3.913], [-0.058, 2.531, 0.818], [0.768, -1.421, 3.623], [-1.939, 5.758, -5.538], [1.718, 1.594, -0.978], [1.908, 2.008, -2.977], [1.880, -0.321, -4.022], [-0.200, -4.499, 0.762], [-1.154, -5.054, 4.939], [4.427, -3.449, -2.416], [-3.297, 4.132, -6.812], [0.442, 5.410, -8.407], [-2.540, 3.179, -8.156], [0.674, -1.474, -1.659], [-1.633, 1.758, -0.710], [2.871, 1.617, -5.103], [-1.155, -5.894, 2.580], [4.382, -4.425, -0.094], [2.658, -0.187, 2.897], [-0.952, 2.128, -4.001], [-1.506, 6.663, -7.015], [-2.401, -1.355, 2.266], [-2.343, 1.288, 1.886], [-1.828, -2.555, -0.113], [-2.908, 4.900, -8.381], [-1.317, -0.623, -1.930], [1.229, -0.528, -5.709], [1.454, 3.651, -7.108], [-0.370, 1.320, -2.519], [-0.207, 6.067, -5.961], [3.464, 0.025, 0.327], [-0.136, -2.830, 5.439], [0.438, 2.427, -7.996], [-0.620, 4.173, -9.250], [2.516, -2.048, -3.188], [2.521, -3.841, 1.451]],
  "lowdin_charge": [0.69, -0.14, -0.09, -0.02, -0.17, -0.13, -0.09, -0.11, -0.18, -0.09, -0.02, -0.09, -0.16, -0.11, -0.12, -0.23, -0.08, -0.02, -0.03, -0.13, -0.16, -0.30, -0.10, -0.15, -0.10, -0.19, -0.15, -0.29, -0.03, -0.04, -0.09, -0.02, -0.58, -0.17, -0.18, 0.06, 0.11, 0.11, 0.11, 0.09, 0.09, 0.08, 0.09, 0.09, 0.12, 0.10, 0.10, 0.09, 0.12, 0.09, 0.08, 0.11, 0.12, 0.10, 0.10, 0.11, 0.11, 0.09, 0.12, 0.12, 0.12, 0.09, 0.11, 0.13, 0.12, 0.08, 0.09, 0.11, 0.10, 0.12, 0.11, 0.08, 0.11]
}


{
  "formula": "C31H38MoO2P4",
  "method": "wB97M-V/def2-TZVPD",
  "largest_force_ev_per_a": 1.13,
  "homo_ha": [-0.7164, -0.7164],
  "multiplicity": 3,
  "gap_ev": [5.892, 5.891],
  "charge": 4,
  "de_lowest_kcal_mol": 3.5,
  "elements": ["Mo", "P", "P", "P", "P", "O", "O", "C", "C", "C", "C", "C", "C", "C", "C", "C", "C", "C", "C", "C", "C", "C", "C", "C", "C", "C", "C", "C", "C", "C", "C", "C", "C", "C", "C", "C", "C", "C", "H", "H", "H", "H", "H", "H", "H", "H", "H", "H", "H", "H", "H", "H", "H", "H", "H", "H", "H", "H", "H", "H", "H", "H", "H", "H", "H", "H", "H", "H", "H", "H", "H", "H", "H", "H", "H", "H"],
  "coordinates": [[0.260, -0.220, 0.125], [-0.720, -1.159, 2.915], [2.259, 0.636, -1.080], [-0.804, 1.555, -1.241], [-1.834, -2.647, 0.421], [-1.113, -1.407, -0.372], [-0.303, 0.065, 1.937], [2.865, -3.929, 2.782], [-3.243, -3.495, -1.693], [-3.329, -3.044, -0.363], [1.423, -5.023, 0.035], [-0.714, -3.999, 0.456], [-5.619, -3.851, -1.661], [2.966, -2.643, 2.268], [0.603, -3.907, -0.004], [-2.779, 0.736, 5.745], [-4.554, -3.008, 0.317], [-1.217, -5.213, 0.936], [-4.399, -3.886, -2.338], [3.822, -0.147, -1.508], [0.169, 1.486, -2.774], [-2.124, -1.967, 2.074], [0.924, -6.227, 0.522], [-2.345, 0.295, 4.514], [-1.051, -0.569, 6.841], [-0.690, 3.198, -0.512], [1.869, -1.793, 2.333], [-2.528, 1.251, -1.643], [-1.246, -0.584, 4.454], [-5.698, -3.419, -0.342], [1.685, 1.603, -2.530], [-0.592, -1.017, 5.615], [-2.134, 0.299, 6.904], [1.676, -4.373, 3.359], [2.570, 1.761, 0.332], [0.664, -2.244, 2.899], [0.571, -3.536, 3.420], [-0.389, -6.323, 0.973], [-4.624, -2.679, 1.348], [-4.355, -4.239, -3.360], [3.911, -2.297, 1.864], [-0.560, -0.895, 7.749], [0.335, 3.525, -0.348], [2.235, 1.244, -3.399], [-2.845, 0.640, 3.615], [-1.176, 3.890, -1.206], [1.560, -7.104, 0.532], [-0.351, -3.894, 3.869], [-6.650, -3.408, 0.171], [0.261, -1.682, 5.568], [-0.190, 2.274, -3.440], [-2.465, -2.782, 2.724], [3.727, -4.586, 2.757], [1.615, -5.374, 3.770], [-2.251, -5.302, 1.261], [-3.619, 1.415, 5.813], [3.485, 1.443, 0.829], [-2.798, 1.977, -2.414], [1.991, 2.638, -2.368], [-3.158, 1.418, -0.769], [4.256, -0.664, -0.655], [-2.932, -1.232, 2.018], [3.698, -0.843, -2.337], [-0.772, -7.268, 1.336], [1.999, -0.758, 2.055], [-2.290, -3.559, -2.205], [-1.229, 3.220, 0.435], [4.484, 0.668, -1.816], [-6.520, -4.175, -2.169], [-2.483, 0.646, 7.869], [0.988, -2.990, -0.424], [-2.682, 0.242, -2.023], [-0.073, 0.538, -3.256], [2.691, 2.782, -0.031], [1.778, 1.781, 1.090], [2.440, -4.969, -0.333]],
  "lowdin_charge": [1.37, 0.88, 0.79, 0.80, 0.90, -0.52, -0.50, -0.01, -0.06, -0.33, -0.04, -0.33, 0.01, -0.04, -0.09, -0.02, -0.05, -0.05, -0.02, -0.19, -0.35, -0.27, -0.01, -0.06, -0.01, -0.18, -0.11, -0.19, -0.32, -0.02, -0.33, -0.04, 0.01, -0.01, -0.22, -0.33, -0.05, -0.01, 0.11, 0.13, 0.12, 0.13, 0.05, 0.11, 0.11, 0.09, 0.14, 0.13, 0.13, 0.12, 0.12, 0.11, 0.14, 0.14, 0.13, 0.13, 0.08, 0.09, 0.11, 0.08, 0.06, 0.09, 0.08, 0.14, 0.07, 0.12, 0.08, 0.09, 0.14, 0.14, 0.08, 0.06, 0.10, 0.08, 0.04, 0.13]
}


{
  "formula": "C31H38NPPtSi",
  "method": "wB97M-V/def2-TZVPD",
  "largest_force_ev_per_a": 2.24,
  "homo_ha": [-0.1860, -0.2712],
  "multiplicity": 3,
  "gap_ev": [5.348, 5.410],
  "charge": 0,
  "de_lowest_kcal_mol": 33.2,
  "elements": ["Pt", "P", "Si", "N", "C", "C", "C", "C", "C", "C", "C", "C", "C", "C", "C", "C", "C", "C", "C", "C", "C", "C", "C", "C", "C", "C", "C", "C", "C", "C", "C", "C", "C", "C", "C", "H", "H", "H", "H", "H", "H", "H", "H", "H", "H", "H", "H", "H", "H", "H", "H", "H", "H", "H", "H", "H", "H", "H", "H", "H", "H", "H", "H", "H", "H", "H", "H", "H", "H", "H", "H", "H", "H"],
  "coordinates": [[0.603, 0.036, 0.450], [1.981, 0.001, -1.357], [-0.319, -0.662, 2.451], [-3.539, 0.298, -1.566], [3.249, -1.974, 4.066], [-0.098, 4.577, -1.368], [1.384, 0.023, 4.680], [3.549, -1.022, 5.045], [1.070, -0.227, -2.911], [-3.528, 1.010, -0.308], [2.372, 1.785, -1.435], [-3.280, 2.468, 4.232], [2.589, -0.063, 5.393], [-3.730, 1.182, 3.944], [-2.387, -4.825, 3.136], [2.026, -1.924, 3.396], [-2.868, 0.254, 3.353], [-1.538, 0.613, 3.058], [-1.980, 2.849, 3.905], [1.073, 3.863, -1.505], [1.102, 2.522, -1.119], [-1.591, -2.690, 3.971], [1.148, -0.853, 3.616], [0.020, 1.887, -0.496], [-2.175, -3.942, 4.202], [-1.222, 2.578, -0.483], [-2.026, -4.439, 1.845], [-3.414, -1.150, -1.470], [-2.966, 0.889, -2.753], [-1.211, 3.951, -0.835], [-1.462, -3.177, 1.601], [-1.214, -2.308, 2.670], [-1.110, 1.929, 3.304], [3.536, -0.911, -1.389], [-2.527, 2.136, 0.121], [-0.100, 2.244, 3.018], [-3.293, -1.474, -0.422], [2.786, 0.636, 6.207], [3.955, -2.770, 3.816], [0.630, 0.758, 4.958], [1.774, -2.713, 2.683], [-2.179, -5.128, 1.010], [-4.755, 0.883, 4.169], [-2.548, -1.495, -2.062], [-2.458, -4.227, 5.217], [2.747, 2.022, -2.450], [4.049, -0.818, -0.415], [1.146, -1.585, 0.752], [4.188, -0.520, -2.191], [1.979, 4.308, -1.918], [-2.415, 1.811, -2.520], [-3.159, 3.045, 0.140], [3.300, -1.968, -1.592], [0.616, -1.648, 0.073], [-3.234, -0.755, 3.146], [0.470, -1.140, -2.813], [-4.559, 1.443, -0.245], [-0.130, 5.621, -1.666], [-1.425, -2.007, 4.811], [-1.630, 3.861, 4.107], [-3.483, 0.259, 0.503], [-2.823, -5.813, 3.323], [-3.762, 1.146, -3.477], [-1.202, -2.881, 0.582], [-2.117, 4.539, -0.663], [3.183, 2.009, -0.718], [-4.307, -1.658, -1.880], [-2.301, 0.153, -3.246], [0.407, 0.633, -3.084], [1.790, -0.312, -3.740], [-3.951, 3.181, 4.711], [4.519, -1.044, 5.551], [-2.303, 1.926, 1.185]],
  "lowdin_charge": [0.68, 0.68, 0.52, -0.27, -0.09, -0.09, -0.09, -0.10, -0.23, -0.17, -0.32, -0.08, -0.09, -0.07, -0.09, -0.13, -0.10, -0.30, -0.08, -0.07, -0.37, -0.10, -0.31, -0.22, -0.08, -0.25, -0.09, -0.09, -0.08, -0.06, -0.11, -0.30, -0.13, -0.25, -0.13, 0.11, 0.07, 0.10, 0.10, 0.09, 0.10, 0.10, 0.11, 0.06, 0.10, 0.10, 0.06, -0.04, 0.05, 0.11, 0.07, 0.10, 0.05, -0.03, 0.10, 0.04, 0.12, 0.10, 0.11, 0.11, 0.09, 0.10, 0.08, 0.07, 0.11, 0.10, 0.08, 0.07, 0.05, 0.05, 0.10, 0.10, 0.07]
}